Density functional theory data (wB97M-V/def2-TZVPD) for a molecular structure, C17H17F6GeMnN2O6S2 in a non-equilibrium geometry.

```
52
Properties=species:S:1:pos:R:3
Mn -1.544 1.630 -0.015
N -2.895 0.934 1.363
C -2.574 -0.314 2.174
C -1.843 -1.270 1.206
C -0.442 -0.804 0.930
O 0.531 -1.567 1.146
O -0.318 0.382 0.448
H -3.198 1.731 1.860
H -3.659 0.590 0.752
H -3.506 -0.696 2.496
H -1.998 -0.050 3.012
H -2.424 -1.249 0.273
H -1.791 -2.291 1.646
F -0.547 1.587 -4.487
C -0.847 2.849 -4.138
F -1.689 3.343 -5.019
F 0.283 3.543 -4.044
S -1.642 2.761 -2.424
O -0.515 2.470 -1.448
O -2.624 1.705 -2.341
N -2.133 4.237 -2.205
S -2.849 4.478 -0.792
O -2.385 3.344 0.188
O -2.816 5.810 -0.359
C -4.752 4.211 -0.927
F -5.281 5.241 -1.524
F -5.182 4.093 0.298
F -5.068 3.162 -1.650
Ge 2.492 -1.205 0.740
C 2.279 -1.617 -1.167
C 1.953 -2.881 -1.624
C 1.604 -3.052 -2.948
C 1.557 -1.985 -3.869
C 1.932 -0.717 -3.368
C 2.332 -0.553 -2.040
C 3.102 -2.009 2.365
C 3.096 -1.181 3.463
C 3.286 -1.724 4.703
C 3.544 -3.091 4.876
C 3.768 -3.863 3.762
C 3.376 -3.353 2.490
H 2.374 0.246 1.112
H 2.018 -3.756 -1.000
H 1.453 -4.050 -3.338
H 1.216 -2.188 -4.930
H 1.987 0.142 -4.111
H 2.666 0.463 -1.779
H 2.811 -0.125 3.339
H 3.538 -1.025 5.599
H 3.715 -3.521 5.864
H 4.150 -4.837 3.832
H 3.457 -3.978 1.609
```

The total charge is +2. The HOMO-LUMO gap (alpha / beta) comes out at 4.520 / 5.689 eV. The calculation puts the LUMO energy (alpha / beta) at -9.6601 / -8.4914 eV. Its multiplicity is 5.



Density functional theory data (wB97M-V/def2-TZVPD) for a molecular structure, C17H17F6MnN3O4S2.

```
50
Properties=species:S:1:pos:R:3
Mn -0.166 0.610 0.022
F 2.935 2.956 1.365
C 2.273 2.128 2.153
F 0.959 2.414 2.073
F 2.670 2.256 3.399
S 2.536 0.397 1.572
O 1.757 0.391 0.287
O 3.926 0.199 1.429
N 1.872 -0.515 2.639
S 0.397 -1.036 2.678
O -0.491 -0.293 1.723
O 0.267 -2.444 2.656
C -0.223 -0.418 4.303
F 0.487 -0.968 5.267
F -1.497 -0.762 4.410
F -0.112 0.902 4.352
C -5.327 1.159 1.202
C -3.973 0.567 1.590
C -3.652 -0.697 0.833
C -4.299 -1.880 1.163
C -3.994 -3.068 0.517
C -3.033 -3.097 -0.481
C -2.371 -1.937 -0.862
C -1.305 -1.992 -1.928
C 0.033 -2.505 -1.396
C -2.710 -0.752 -0.199
N -1.984 0.426 -0.547
C -2.433 1.441 -1.256
C -1.515 2.443 -1.552
C -1.512 3.682 -2.197
C -0.211 4.171 -2.111
C 0.547 3.224 -1.418
N -0.228 2.178 -1.084
H -5.573 2.014 1.830
H -6.121 0.421 1.311
H -5.338 1.495 0.163
H -3.970 0.332 2.656
H -3.189 1.313 1.446
H -5.038 -1.873 1.955
H -4.504 -3.979 0.797
H -2.798 -4.027 -0.982
H -1.180 -1.013 -2.404
H -1.647 -2.648 -2.732
H 0.378 -1.939 -0.523
H 0.809 -2.460 -2.158
H -0.054 -3.537 -1.056
H -3.469 1.444 -1.582
H -2.360 4.160 -2.660
H 0.163 5.097 -2.512
H 1.599 3.246 -1.182
```

The total charge is +1. The HOMO-LUMO gap (alpha / beta) comes out at 6.406 / 7.375 eV. The calculation puts the LUMO energy (alpha / beta) at -5.7968 / -4.8671 eV. Its multiplicity is 5.



Density functional theory data (wB97M-V/def2-TZVPD) for a molecular structure, C17H17MnN in a non-equilibrium geometry.

```
36
Properties=species:S:1:pos:R:3
C -0.630 -2.794 -2.070
C -1.630 -2.051 -2.790
C -2.587 -1.520 -1.838
C -2.177 -1.973 -0.525
C -0.950 -2.741 -0.670
Mn -0.654 -0.779 -1.338
N 1.166 -0.626 -1.441
C 1.165 0.241 -2.586
C -0.288 0.126 -3.057
H -3.462 -0.925 -2.068
H -1.708 -1.984 -3.877
H -2.674 -1.727 0.407
H -0.370 -3.210 0.122
H 0.183 -3.365 -2.520
H -0.308 -0.443 -3.992
H 1.877 -0.056 -3.383
H 2.033 -0.710 -0.923
H -0.823 1.075 -3.135
H 1.414 1.283 -2.314
C 1.929 3.350 2.257
C 1.740 3.089 0.885
C 1.006 1.986 0.454
C 0.443 1.054 1.358
C -0.297 -0.108 0.963
C -0.753 -0.942 1.967
C -0.625 -0.616 3.352
C 0.072 0.492 3.756
C 0.633 1.346 2.784
C 1.377 2.479 3.183
H 2.498 4.232 2.581
H 2.165 3.762 0.139
H 0.842 1.826 -0.611
H -1.258 -1.890 1.775
H -1.072 -1.279 4.090
H 0.214 0.736 4.810
H 1.509 2.665 4.256
```

The total charge is 0. The HOMO-LUMO gap (alpha / beta) comes out at 7.107 / 7.962 eV. The calculation puts the LUMO energy (alpha / beta) at -0.3282 / 0.2758 eV. Its multiplicity is 4. For the energy relative to the best compared isomer or geometry (same formula, charge and spin), the calculation gives 0.0 kcal/mol.



Density functional theory data (wB97M-V/def2-TZVPD) for a molecular structure, C17H17N5O4Se4SrTe.

```
49
Properties=species:S:1:pos:R:3
Sr 0.339 0.659 -0.349
O 4.482 2.466 -0.243
C 3.331 1.882 0.075
O 3.048 0.744 -0.257
C 2.468 2.712 0.964
C 2.679 4.058 1.245
C 1.731 4.700 2.025
C 0.612 4.014 2.473
C 0.493 2.664 2.147
N 1.432 2.044 1.445
C -0.647 1.755 2.490
O -1.539 2.149 3.397
O -0.692 0.611 2.073
H 4.930 1.898 -0.887
H 3.534 4.578 0.843
H 1.837 5.753 2.247
H -0.147 4.542 3.035
H -1.477 3.100 3.551
Se 1.475 2.896 -2.218
Se 0.964 5.039 -1.583
Se -1.049 5.018 -0.254
Se -1.860 2.887 -0.116
N -0.658 2.199 -4.740
C -1.895 1.714 -4.696
N -2.833 2.278 -5.477
N -2.295 0.709 -3.935
C -1.462 0.040 -3.192
N -0.786 -0.536 -2.434
H -0.454 3.049 -5.234
H -0.004 1.921 -4.028
H -2.655 3.116 -5.998
H -3.777 1.956 -5.368
C -0.704 -2.817 2.041
Te 1.220 -2.258 1.287
C 1.021 -4.032 0.100
C 0.020 -4.888 0.835
C -0.091 -6.250 0.575
C -1.027 -7.021 1.245
C -1.863 -6.432 2.183
C -1.758 -5.075 2.446
C -0.819 -4.296 1.778
H -1.475 -2.254 1.517
H -0.763 -2.572 3.098
H 1.987 -4.522 0.003
H 0.660 -3.763 -0.892
H 0.566 -6.709 -0.155
H -1.099 -8.081 1.041
H -2.592 -7.030 2.714
H -2.408 -4.614 3.181
```

The total charge is 0. The HOMO-LUMO gap comes out at 5.828 eV. The calculation puts the LUMO energy at -0.2892 eV. For the energy relative to the best compared isomer or geometry (same formula, charge and spin), the calculation gives 17.1 kcal/mol.



Density functional theory data (wB97M-V/def2-TZVPD) for a molecular structure, C17H17N7RhS4.

```
46
Properties=species:S:1:pos:R:3
Rh 0.436 0.092 0.520
N 0.796 -3.305 0.839
C 0.375 -2.601 1.898
N 0.100 -1.300 1.880
C -0.516 -0.873 3.070
C -0.595 -1.829 4.006
S 0.038 -3.323 3.417
C -1.008 0.487 3.017
C -1.598 1.272 3.928
S -2.016 2.801 3.235
C -1.367 2.305 1.722
N -0.849 1.076 1.756
N -1.373 3.088 0.640
H 0.977 -2.837 -0.034
H 1.156 -4.239 0.959
H -1.003 -1.765 5.002
H -1.812 1.070 4.965
H -1.789 4.007 0.666
H -1.114 2.738 -0.268
N 6.798 -0.488 -2.626
C 6.006 0.554 -2.345
S 6.401 2.107 -2.662
C 4.695 0.230 -1.674
C 4.356 -1.030 -1.182
C 3.143 -1.236 -0.552
N 2.257 -0.250 -0.382
C 2.574 0.971 -0.862
C 3.754 1.249 -1.498
H 7.688 -0.300 -3.065
H 6.551 -1.451 -2.488
H 5.022 -1.878 -1.248
H 2.913 -2.205 -0.136
H 1.838 1.769 -0.718
H 3.979 2.244 -1.862
S -0.472 -0.775 -1.313
C -2.124 -1.292 -0.950
N -2.455 -2.531 -1.388
C -3.696 -3.041 -1.313
C -4.703 -2.298 -0.739
C -4.407 -1.025 -0.272
C -3.115 -0.517 -0.385
H -1.734 -3.080 -1.847
H -3.838 -4.031 -1.723
H -5.701 -2.709 -0.681
H -5.189 -0.412 0.158
H -2.883 0.486 -0.060
```

The total charge is +3. The HOMO-LUMO gap comes out at 3.989 eV. The calculation puts the LUMO energy at -11.3070 eV. For the energy relative to the best compared isomer or geometry (same formula, charge and spin), the calculation gives 0.0 kcal/mol.



Density functional theory data (wB97M-V/def2-TZVPD) for a single C17H17NO4S molecule in a non-equilibrium geometry.

```
40
Properties=species:S:1:pos:R:3
C -2.025 -6.699 0.588
O -2.335 -5.571 1.369
C -1.363 -4.552 1.337
C -1.328 -3.791 0.010
S -0.338 -2.251 0.127
C -1.482 -1.072 0.744
C -2.744 -1.415 1.228
C -3.595 -0.452 1.728
C -3.207 0.879 1.771
C -1.967 1.237 1.283
C -1.102 0.285 0.748
C 0.236 0.616 0.208
O 1.084 -0.252 0.077
N 0.424 1.918 -0.148
C 1.567 2.530 -0.668
C 2.770 1.855 -0.843
C 3.891 2.500 -1.358
C 3.770 3.827 -1.686
C 2.564 4.508 -1.512
C 1.452 3.888 -1.007
O 2.711 5.809 -1.913
C 4.049 5.928 -2.350
O 4.705 4.688 -2.204
H -2.785 -7.445 0.815
H -1.036 -7.098 0.846
H -2.049 -6.476 -0.484
H -1.630 -3.878 2.154
H -0.364 -4.963 1.545
H -0.807 -4.370 -0.752
H -2.332 -3.568 -0.349
H -3.072 -2.440 1.236
H -4.565 -0.745 2.102
H -3.864 1.626 2.188
H -1.664 2.272 1.353
H -0.375 2.531 -0.076
H 2.829 0.814 -0.579
H 4.821 1.974 -1.493
H 0.527 4.428 -0.878
H 4.064 6.232 -3.409
H 4.565 6.693 -1.747
```

The total charge is 0. The SMILES is COCCSc1ccccc1C(=O)Nc1ccc2c(c1)OCO2. The HOMO-LUMO gap comes out at 8.214 eV. The calculation puts the LUMO energy at 0.4879 eV. For the energy relative to the best compared isomer or geometry (same formula, charge and spin), the calculation gives 39.3 kcal/mol.